Entry from the Open Molecules 2025 dataset: C11H18AsNO7PtS as an isolated structure at a distorted geometry (ωB97M-V with the def2-TZVPD basis set).

E_HOMO ... -8.52 eV
ΔE to the lowest compared entry with this formula, charge and spin ... 96.6 kJ/mol

The geometry in ORCA input format:
```
! wB97M-V def2-TZVPD RIJCOSX def2/J DEFGRID3
* xyz 0 1
Pt -0.038 -0.164 0.470
O 0.648 -2.291 4.163
C 0.405 -1.298 3.325
O -0.618 -1.202 2.693
C 1.555 -0.300 3.275
O 1.310 0.826 2.475
C 0.483 1.822 3.055
C -1.000 1.820 2.559
O -1.817 2.412 3.238
O -1.236 1.283 1.432
H -0.028 -2.980 4.060
H 2.409 -0.815 2.821
H 1.818 -0.006 4.300
H 0.899 2.792 2.754
H 0.489 1.757 4.148
O 0.101 -1.189 -2.604
C 0.348 -2.096 -1.830
C 0.678 -3.529 -2.217
C 0.868 -4.236 -0.884
C 0.690 -3.130 0.150
O 0.831 -3.244 1.349
N 0.360 -1.966 -0.480
H 1.568 -3.537 -2.844
H -0.138 -3.938 -2.811
H 1.853 -4.687 -0.768
H 0.117 -5.007 -0.705
C -1.863 0.868 -2.678
As -0.448 1.959 -1.906
C -1.401 3.257 -0.805
C 0.127 3.087 -3.401
S 1.382 1.290 -1.051
H -2.611 1.557 -3.074
H -2.305 0.234 -1.907
H -1.456 0.242 -3.468
H -2.126 3.777 -1.432
H -0.681 3.971 -0.402
H -1.911 2.760 0.019
H -0.730 3.558 -3.884
H 0.677 2.488 -4.127
H 0.794 3.858 -3.008
*
```

These are the Löwdin partial charges, in e, on atoms 1 to 8:
1 Pt 0.93
2 O 0.15
3 C -0.51
4 O 0.07
5 C -0.11
6 O -0.21
7 C -0.10
8 C -0.65

***

Entry from the Open Molecules 2025 dataset: a 2-piece molecular cluster, C11H18BN overall at a distorted geometry (ωB97M-V with the def2-TZVPD basis set).

E_HOMO ... -7.05 eV
SMILES ... CN(C)/C=C/Cc1ccccc1.B
ΔE to the lowest compared entry with this formula, charge and spin ... 299.4 kJ/mol

The geometry in ORCA input format:
```
! wB97M-V def2-TZVPD RIJCOSX def2/J DEFGRID3
* xyz 0 1
C -4.522 0.212 0.042
N -3.261 -0.443 -0.299
C -3.201 -1.818 -0.786
C -2.146 0.336 -0.317
C -0.890 -0.010 -0.826
C 0.253 0.987 -0.848
C 1.735 0.583 -1.084
C 2.783 1.491 -0.809
C 4.097 1.175 -1.125
C 4.469 -0.130 -1.488
C 3.453 -1.095 -1.508
C 2.133 -0.763 -1.140
H -5.348 -0.506 -0.050
H -4.426 0.589 1.070
H -4.686 1.110 -0.578
H -4.223 -2.230 -0.769
H -2.760 -1.882 -1.798
H -2.551 -2.399 -0.113
H -2.270 1.349 0.128
H -0.621 -1.055 -0.960
H -0.159 1.930 -1.304
H 2.628 2.433 -0.293
H 4.916 1.874 -0.982
H 5.492 -0.407 -1.788
H 3.724 -2.141 -1.680
H 1.473 -1.591 -0.836
H 0.217 1.008 0.228
B 0.934 0.330 5.129
H -0.200 -0.037 4.862
H 1.811 -0.415 4.729
H 1.146 1.516 5.191
*
```

These are the Löwdin partial charges, in e, on atoms 1 to 8:
1 C -0.07
2 N -0.27
3 C -0.07
4 C -0.14
5 C -0.12
6 C -0.16
7 C -0.19
8 C -0.06

***

Entry from the Open Molecules 2025 dataset: C11H18EuN2O2Si2 as an isolated structure at a distorted geometry (ωB97M-V with the def2-TZVPD basis set).

E_HOMO (alpha / beta) ... -18.55 / -18.56 eV

The geometry in ORCA input format:
```
! wB97M-V def2-TZVPD RIJCOSX def2/J DEFGRID3
* xyz 3 7
N 4.710 -1.062 2.552
C 4.988 -0.258 1.611
C 3.845 0.352 0.674
Si 3.474 -0.949 -0.699
O 1.998 -1.793 -0.513
Si 0.611 -0.785 -0.332
C -0.037 -0.047 -1.970
C -0.314 1.523 -1.970
C -0.907 2.107 -0.643
O -0.202 2.592 0.247
N -2.371 2.179 -0.364
C -2.739 0.776 0.097
C -3.210 -0.137 -0.965
C -3.543 -1.542 -0.620
C -3.398 -2.027 0.779
C -2.953 -1.103 1.875
C -2.603 0.324 1.605
H 3.683 -1.226 2.585
H 6.068 -0.011 1.422
H 4.272 1.295 0.241
H 2.982 0.590 1.353
H 4.546 -1.961 -0.594
H 3.646 -0.309 -2.009
H -0.461 -1.662 0.191
H 0.854 0.210 0.729
H 0.785 -0.219 -2.736
H -0.905 -0.667 -2.324
H -1.068 1.720 -2.793
H 0.633 2.069 -2.207
H -2.511 2.864 0.392
H -3.292 0.245 -2.011
H -3.864 -2.198 -1.476
H -3.619 -3.095 1.018
H -2.837 -1.477 2.921
H -2.244 1.049 2.437
Eu -4.019 2.629 1.499
*
```

These are the Löwdin partial charges, in e, on atoms 1 to 8:
1 N 0.35
2 C -0.11
3 C -0.21
4 Si 0.60
5 O -0.42
6 Si 0.58
7 C -0.26
8 C -0.12

***

Entry from the Open Molecules 2025 dataset: an isolated ion of composition C11H18F2NSi and charge +1 (ωB97M-V with the def2-TZVPD basis set).

E_HOMO ... -11.95 eV
SMILES ... C[Si](C)(CCC([NH3+])(F)F)c1ccccc1

The geometry in ORCA input format:
```
! wB97M-V def2-TZVPD RIJCOSX def2/J DEFGRID3
* xyz 1 1
C 0.483 -0.818 1.584
Si 0.017 0.663 0.494
C 0.338 2.210 1.480
C 1.121 0.638 -1.049
C 2.618 0.363 -0.803
C 3.110 -1.014 -1.189
N 2.934 -2.077 -0.096
F 4.441 -1.034 -1.423
F 2.479 -1.554 -2.256
C -1.772 0.447 0.026
C -2.187 -0.124 -1.187
C -3.535 -0.331 -1.461
C -4.496 0.035 -0.525
C -4.108 0.608 0.684
C -2.759 0.814 0.953
H 1.485 -0.753 2.019
H -0.231 -0.890 2.406
H 0.355 -1.742 1.008
H 1.364 2.191 1.864
H 0.214 3.124 0.900
H -0.319 2.256 2.352
H 1.048 1.611 -1.539
H 0.714 -0.074 -1.769
H 3.241 1.032 -1.401
H 2.904 0.544 0.238
H 2.034 -2.551 -0.196
H 3.683 -2.769 -0.190
H 2.978 -1.657 0.834
H -1.448 -0.407 -1.927
H -3.833 -0.774 -2.402
H -5.545 -0.128 -0.734
H -4.857 0.895 1.411
H -2.473 1.267 1.896
*
```

These are the Löwdin partial charges, in e, on atoms 1 to 8:
1 C -0.17
2 Si 0.58
3 C -0.16
4 C -0.21
5 C -0.12
6 C -0.50
7 N 0.32
8 F 0.14